55
Properties=species:S:1:pos:R:3:lowdin_charge:R:1 method="wB97M-V/def2-TZVPD" spin_multiplicity=1 orbital_gap_ha=0.30305 smiles="CCOc1cccc2c1C(=O)c1ccccc1C2=O.O=C1c2ccccc2C(=O)c2ccccc21" e_homo_ev=-9.08 e_tot_ev=-41672.5940
O -2.145 -0.421 0.523 0.13
O -0.110 -4.566 -1.259 0.14
O 1.182 4.370 1.446 0.10
O -1.116 4.693 -3.388 0.11
O 2.002 -4.626 0.614 -0.04
C -1.322 8.019 -0.866 -0.06
C -2.055 -3.920 -0.064 -0.08
C 4.104 -5.597 1.319 -0.06
C 0.773 3.326 -0.629 -0.08
C 0.929 1.184 -2.390 -0.05
C 0.225 -3.078 0.580 0.00
C -2.630 -2.744 0.424 -0.09
C -3.994 -2.688 0.688 0.00
C 1.466 2.179 -0.268 0.00
C -0.572 4.628 -2.306 -0.28
C -0.344 -1.883 1.036 -0.08
C -0.585 -3.936 -0.342 -0.27
C 0.685 4.452 0.342 -0.28
C 0.241 2.328 -2.759 0.00
C -0.616 5.776 -1.354 -0.08
C -0.032 5.686 -0.089 -0.08
C -1.749 -1.559 0.638 -0.28
C -0.105 6.764 0.786 0.00
C -1.258 6.946 -1.739 0.00
C 1.658 -1.355 2.229 -0.05
C 0.370 -1.008 1.845 -0.02
C -4.773 -3.819 0.487 -0.06
C 0.163 3.403 -1.883 -0.08
C -4.201 -4.988 -0.005 -0.06
C -2.844 -5.039 -0.299 0.00
C -0.748 7.926 0.398 -0.06
C 1.519 -3.420 0.983 -0.21
C 2.227 -2.551 1.817 0.00
C 1.546 1.112 -1.146 -0.06
C 3.391 -4.732 0.296 -0.23
H 3.218 -2.813 2.163 0.11
H 3.918 -5.221 2.325 0.07
H -5.831 -3.785 0.712 0.11
H 2.216 -0.691 2.876 0.11
H -2.399 -5.940 -0.701 0.12
H 3.704 -6.609 1.270 0.08
H -4.424 -1.762 1.046 0.12
H 3.438 -5.199 -0.690 0.13
H 2.083 0.217 -0.858 0.10
H 0.347 6.679 1.764 0.12
H 5.176 -5.623 1.130 0.08
H 1.935 2.127 0.705 0.12
H -0.243 2.398 -3.723 0.12
H 3.838 -3.741 0.213 0.12
H 0.984 0.345 -3.071 0.11
H -1.705 7.002 -2.722 0.12
H -4.821 -5.861 -0.165 0.11
H -0.095 -0.080 2.146 0.12
H -0.804 8.764 1.080 0.11
H -1.820 8.930 -1.169 0.11